1.
17
Properties=species:S:1:pos:R:3:forces:R:3 method="wB97M-V/def2-TZVPD" charge=0 spin_multiplicity=1
H 2.17956 -1.28841 -1.85571 -0.07 0.37 -0.01
N 2.52834 -1.24584 -0.90330 -1.05 -0.58 0.59
C 2.02729 -0.40813 -0.13138 1.62 3.47 -2.06
O 1.34256 0.90423 -0.73234 0.93 -1.93 -0.13
H 2.51190 -0.15225 0.80389 -0.76 -0.27 0.36
H 1.59964 1.70757 -0.24828 0.42 -0.63 0.02
C -0.92284 -1.51923 0.53373 -0.53 0.60 -0.01
O 0.03698 -0.49669 0.73335 -0.67 1.90 0.11
C -0.33154 1.01808 0.49012 -0.83 -2.26 2.34
C -1.62934 1.21497 -0.23899 0.39 0.07 -0.82
O 0.11378 1.80441 1.27568 0.01 -0.55 -0.55
H -1.77505 -1.33717 1.19256 -0.12 -0.17 0.01
H -1.29462 -1.56607 -0.49428 0.12 -0.02 -0.05
H -0.49533 -2.48623 0.79668 0.27 0.18 -0.01
H -1.72370 2.27214 -0.48105 0.04 -0.03 0.03
H -2.45903 0.94438 0.41333 0.16 -0.08 0.17
H -1.70858 0.63422 -1.15401 0.07 -0.06 0.00

2.
17
Properties=species:S:1:pos:R:3:forces:R:3 method="wB97M-V/def2-TZVPD" charge=0 smiles="O=C(O)NCCCO" spin_multiplicity=1
O 1.45113 2.32090 2.09854 -0.12 -0.06 -0.20
C 1.12151 1.86868 1.01990 0.23 0.30 0.62
O 1.81120 2.14151 -0.10816 -0.06 0.06 -0.14
N 0.06881 1.04551 0.82504 -0.18 0.09 -0.17
C -0.48365 0.72690 -0.48660 -0.25 -0.84 0.22
C -1.08446 -0.67667 -0.42451 -0.54 0.11 0.50
C -0.04205 -1.77316 -0.27845 -0.22 -1.51 0.38
O -0.24162 -2.89963 -1.14468 -0.06 0.12 -0.18
H 2.46141 2.79804 0.17265 0.17 -0.06 -0.05
H -0.55399 1.02692 1.62059 0.10 -0.13 -0.09
H -1.25771 1.43443 -0.77415 0.11 0.28 -0.18
H 0.34742 0.71681 -1.18261 -0.12 0.28 -0.25
H -1.75342 -0.72276 0.44373 0.20 0.14 0.27
H -1.82284 -0.90428 -1.19739 0.64 0.18 -0.63
H 0.98889 -1.53171 -0.48857 0.15 0.86 -0.17
H -0.03717 -2.11944 0.76421 0.04 0.01 -0.11
H -0.97344 -3.45205 -0.85953 -0.08 0.16 0.19

3.
17
Properties=species:S:1:pos:R:3:forces:R:3 method="wB97M-V/def2-TZVPD" charge=0 smiles="C=NOC[C@H](O)CO" spin_multiplicity=1
C -2.70463 0.68120 0.33414 1.42 -0.67 -1.62
N -1.47786 0.37896 -0.05845 -2.50 0.71 0.13
O -1.12556 -0.92135 0.31789 -1.10 0.72 -0.08
C -0.00092 -1.47181 -0.34094 1.15 -0.39 -0.64
C 1.37349 -0.66088 -0.03293 -3.97 -4.98 3.17
O 1.11455 -0.65082 1.48114 2.84 5.31 -3.34
C 1.42846 0.72390 -0.50073 4.27 2.40 -1.65
O 1.05980 1.84497 0.43210 -3.56 -1.61 -2.70
H -3.28580 1.61686 -0.08317 1.81 -1.81 1.18
H -3.23922 -0.13427 0.86131 0.03 0.76 -0.20
H 0.03974 -2.48011 0.16475 0.42 1.13 -0.46
H -0.17392 -1.70885 -1.43150 -0.11 0.70 0.77
H 2.17488 -1.39174 -0.39221 -0.54 1.48 0.63
H 1.21020 0.51006 1.27047 -1.01 -3.74 3.30
H 1.01167 0.70762 -1.49675 -0.65 0.93 -0.15
H 2.56684 0.92694 -0.68069 -1.94 -0.06 0.33
H 0.02828 2.02931 0.15558 3.43 -0.88 1.34

These records have energy relative to the best compared isomer or geometry (same formula, charge and spin) values of 90.72 15.64 156.01 kcal per mole, in the order they appear.